Record 1
C43H50IN5O4PSn as an isolated structure at a distorted geometry, computed with ωB97M-V/def2-TZVPD.

Geometry as XYZ:
```
105
Properties=species:S:1:pos:R:3
Sn 1.192 0.955 -0.785
O 1.976 0.432 -8.505
N 1.613 1.203 -7.646
O 1.230 2.335 -7.832
C 1.545 0.672 -6.237
C 3.054 -0.834 -5.620
C 3.267 -1.263 -4.217
C 4.088 -2.224 -3.709
C 4.323 -2.246 -2.327
C 3.727 -1.260 -1.495
N 2.936 -0.329 -1.930
C 2.611 -0.277 -3.327
C 1.134 1.215 -3.957
N 0.580 2.048 -2.929
C -0.427 2.813 -3.211
C -1.009 2.910 -4.505
C -0.459 2.195 -5.576
C 0.608 1.385 -5.331
H 3.778 -1.237 -6.321
H 4.589 -2.928 -4.362
H 4.965 -2.992 -1.884
H 3.907 -1.277 -0.424
H -0.840 3.387 -2.386
H -1.857 3.562 -4.654
H -0.842 2.338 -6.577
O -5.230 -4.765 1.435
C -4.682 -3.551 1.639
O -4.954 -2.918 2.618
C -3.718 -3.053 0.604
C -3.560 -1.675 0.488
C -2.632 -1.152 -0.389
C -1.849 -1.998 -1.175
C -1.998 -3.377 -1.053
C -2.931 -3.899 -0.169
N -0.877 -1.407 -2.005
C -0.688 -1.825 -3.183
C 0.343 -1.203 -4.028
C 0.541 -1.548 -5.302
C 1.574 -0.903 -6.173
C 2.944 0.718 -5.546
C 2.684 1.097 -4.069
N 1.118 -0.184 -3.413
H -5.007 -5.109 0.562
H -4.162 -1.031 1.116
H -2.503 -0.081 -0.486
H -1.352 -4.043 -1.613
H -3.001 -4.975 -0.062
H -1.296 -2.611 -3.646
H -0.073 -2.328 -5.738
H 1.547 -1.320 -7.174
H 3.711 1.311 -6.037
H 3.296 1.888 -3.644
I 3.046 2.920 -0.385
C 1.199 2.213 6.611
C 0.394 3.239 5.796
C 0.414 2.926 4.289
C 0.477 1.415 4.050
C 1.810 0.846 4.590
C 2.349 1.663 5.776
P 0.340 1.017 2.255
C -1.402 1.408 1.730
C -2.556 1.139 2.732
C -3.353 2.406 3.041
C -3.933 3.035 1.771
C -2.912 3.065 0.610
C -1.492 2.814 1.114
C 0.323 -0.840 2.151
C 1.739 -1.418 2.006
C 1.662 -2.814 1.372
C 0.446 -3.604 1.900
C 0.019 -3.102 3.278
C -0.464 -1.642 3.205
H 0.553 1.384 6.916
H 1.572 2.671 7.527
H 0.802 4.239 5.953
H -0.638 3.262 6.152
H 1.280 3.392 3.808
H -0.473 3.357 3.823
H -0.360 0.949 4.578
H 2.560 0.833 3.793
H 1.656 -0.190 4.903
H 2.956 2.496 5.411
H 3.006 1.037 6.382
H -1.525 0.720 0.883
H -2.180 0.710 3.660
H -3.237 0.393 2.309
H -2.709 3.124 3.556
H -4.162 2.170 3.734
H -4.273 4.047 1.996
H -4.818 2.472 1.466
H -2.967 4.020 0.084
H -3.158 2.287 -0.122
H -1.213 3.587 1.832
H -0.768 2.901 0.294
H -0.168 -1.005 1.181
H 2.214 -1.474 2.988
H 2.375 -0.755 1.406
H 2.588 -3.361 1.570
H 1.578 -2.709 0.284
H 0.677 -4.669 1.936
H -0.396 -3.490 1.212
H 0.863 -3.185 3.969
H -0.777 -3.730 3.680
H -0.374 -1.183 4.192
H -1.525 -1.626 2.946
```

Results
ΔE to the lowest compared entry with this formula, charge and spin	6.9	kJ/mol
M	977.49	g mol⁻¹
orbital gap (spin up / spin down)	5.23 / 5.26	eV
spin multiplicity	1
calculated total energy	-84254.6474	eV
charge	+1

=====

Record 2
C43H50N10V as an isolated structure at a distorted geometry, computed with ωB97M-V/def2-TZVPD.

Geometry as XYZ:
```
104
Properties=species:S:1:pos:R:3
V 0.161 0.566 0.003
C 3.895 5.609 0.825
C 2.592 5.464 1.617
C 1.631 4.533 0.946
C 0.661 4.857 0.016
C 0.332 6.205 -0.553
C 0.938 6.419 -1.944
C 0.063 3.640 -0.391
C -0.997 3.513 -1.326
C -1.417 2.337 -1.860
C -2.465 2.216 -2.874
C -3.214 3.376 -3.441
C -2.409 4.140 -4.497
C -2.560 0.915 -3.202
C -1.561 0.185 -2.407
C -1.329 -1.137 -2.525
C -0.383 -1.958 -1.796
N 0.046 -1.469 -0.546
C 0.271 -2.341 0.479
C 1.047 -2.251 1.574
C 1.801 -1.098 1.942
N 1.595 0.124 1.396
C 2.430 0.995 2.087
C 2.423 2.370 1.929
C 1.612 3.122 1.097
N 0.623 2.588 0.268
C 3.189 0.268 3.046
C 2.785 -1.047 2.961
C 3.231 -2.211 3.795
C 2.308 -2.465 4.991
C 4.248 0.835 3.939
C 5.600 0.934 3.227
C 0.883 -4.077 -1.461
C 0.025 -3.149 -2.334
C -0.484 -3.632 -3.673
C 0.094 -2.861 -4.866
C 1.627 -5.231 -2.122
C 2.809 -4.735 -2.945
N -0.894 1.086 -1.563
C -3.451 0.274 -4.217
C -2.749 0.084 -5.567
H 4.580 6.294 1.325
H 3.698 5.996 -0.175
H 4.393 4.645 0.716
H 2.125 6.443 1.735
H 2.812 5.108 2.626
H 0.689 6.984 0.124
H -0.753 6.327 -0.607
H 2.025 6.352 -1.908
H 0.670 7.398 -2.343
H 0.586 5.659 -2.644
H -1.459 4.425 -1.675
H -3.499 4.053 -2.632
H -4.144 3.020 -3.886
H -1.466 4.509 -4.090
H -2.975 4.993 -4.871
H -2.171 3.493 -5.342
H -1.913 -1.652 -3.272
H 1.064 -3.099 2.245
H 3.118 2.926 2.546
H 4.248 -2.035 4.148
H 3.284 -3.110 3.174
H 2.288 -1.597 5.652
H 2.637 -3.327 5.570
H 1.283 -2.648 4.661
H 4.344 0.208 4.827
H 3.946 1.821 4.298
H 5.933 -0.049 2.893
H 6.360 1.344 3.892
H 5.532 1.576 2.348
H -1.576 -3.574 -3.708
H -0.257 -4.691 -3.795
H -0.075 -1.791 -4.757
H -0.372 -3.187 -5.798
H 1.167 -3.014 -4.958
H 0.964 -5.834 -2.744
H 1.987 -5.895 -1.331
H 2.487 -4.049 -3.726
H 3.329 -5.565 -3.420
H 3.525 -4.206 -2.313
H -4.344 0.885 -4.352
H -3.797 -0.692 -3.842
H -2.437 1.043 -5.980
H -3.413 -0.395 -6.287
H -1.859 -0.534 -5.461
N -3.001 -1.838 3.768
C -2.543 -0.844 2.985
N -1.937 -1.349 1.937
C -2.055 -2.688 2.138
N -2.695 -3.028 3.239
C -1.604 -3.745 1.222
C -2.277 -4.948 1.138
N -1.904 -5.920 0.300
C -0.885 -5.694 -0.502
C -0.163 -4.495 -0.484
N -0.524 -3.574 0.426
H -3.500 -1.786 4.641
H -2.664 0.203 3.210
H -3.134 -5.121 1.773
H -0.607 -6.477 -1.194
H 1.626 -3.474 -0.934
N -1.386 2.358 2.209
C -0.884 1.688 1.370
H -1.159 3.324 2.424
```

Results
expectation value of S²	2.063
ΔE to the lowest compared entry with this formula, charge and spin	292.7	kJ/mol
M	757.89	g mol⁻¹
orbital gap (spin up / spin down)	4.99 / 4.93	eV
spin multiplicity	3
calculated total energy	-85986.5766	eV
charge	+1